Below is a 2-piece molecular cluster, C5H9N3O3 overall, with properties calculated with ωB97M-V with the def2-TZVPD basis set.

```
20
C5H9N3O3 (ωB97M-V with the def2-TZVPD basis set)
C -0.73203 1.78056 -1.51455
C -1.63322 -1.19532 -1.70314
C -0.12178 -1.23691 -1.32969
C -0.49009 1.10109 -0.24677
C 0.29141 -0.17752 -0.38873
N -0.69416 2.24562 -2.56021
N 1.30013 -0.16757 0.34029
N 1.41730 0.27072 3.43963
O 1.56867 1.28071 2.47649
O 1.84860 0.53163 4.49524
O 0.83275 -0.69948 3.07288
H -1.88559 -0.15582 -1.94989
H -2.38843 -1.49037 -0.85451
H -1.84392 -1.80081 -2.47249
H 0.23018 -2.14067 -1.00517
H 0.27888 -0.79377 -2.23301
H -1.43924 0.86129 0.18375
H 0.02173 1.76644 0.47468
H 1.85466 -0.93921 0.25653
H 1.58416 0.95939 1.51866
```

Calculated values
2S+1: 1
LUMO (eV): 0.50
SMILES: [H]/N=C(\CC)CC#N.O=[N+]([O-])O
Frontier orbital gap (eV): 11.5
HOMO energy (hartree): -0.4056
F_max (eV Å⁻¹): 5.2
ΔE to the lowest compared entry with this formula, charge and spin (eV): 5.020

=====

Below is C27H23BrMnN4O3 as an isolated structure, with properties calculated with ωB97M-V with the def2-TZVPD basis set.

```
59
C27H23BrMnN4O3 (ωB97M-V with the def2-TZVPD basis set)
Mn 0.09357 0.11020 0.37285
C -2.96667 3.28929 0.11835
C -1.99033 2.45501 0.63284
N -1.52556 1.38580 -0.03367
C -2.02551 1.12213 -1.27088
C -3.02835 1.92483 -1.86990
C -3.50193 3.03130 -1.13222
C -3.48862 1.56418 -3.14846
C -3.01262 0.42068 -3.76399
C -2.04065 -0.37598 -3.18134
C -1.48711 -0.01591 -1.94389
N -0.50795 -0.65300 -1.22934
C 0.35289 -1.61509 -1.70086
C 0.72308 -1.90364 -3.02345
C 1.57909 -2.96082 -3.29195
C 2.08192 -3.77171 -2.29117
C 1.81263 -3.47488 -0.94265
C 2.32009 -4.19828 0.15906
C 2.04919 -3.74995 1.44124
C 1.32798 -2.58019 1.62705
N 0.81876 -1.87897 0.60787
C 1.00777 -2.34286 -0.65576
H -3.30528 4.13145 0.70164
H -1.55713 2.63510 1.60931
H -4.27786 3.65601 -1.54563
H -4.22886 2.17927 -3.63645
H -3.41069 0.13254 -4.72705
H -1.74198 -1.29168 -3.66358
H 0.37039 -1.28493 -3.83200
H 1.85880 -3.15501 -4.31682
H 2.70956 -4.61421 -2.53497
H 2.91170 -5.08726 -0.00325
H 2.41659 -4.29006 2.30050
H 1.12475 -2.19024 2.61492
C 3.37920 3.03587 -0.26163
C 2.83443 1.64049 0.03411
C 3.89227 0.54807 -0.13060
O 1.71777 1.34292 -0.81884
C 2.30174 1.59944 1.51223
O 2.99267 2.06208 2.39707
O 1.16803 1.04520 1.65184
H 3.96817 3.04668 -1.17868
H 4.00221 3.36419 0.56795
H 2.54895 3.73449 -0.35542
H 4.28665 0.55221 -1.14808
H 3.45671 -0.43389 0.06689
H 4.71092 0.71287 0.56286
H 2.04967 1.29440 -1.72248
Br -1.07672 1.46512 6.11805
C -1.72097 0.55230 4.58163
C -3.04918 0.15171 4.50668
C -3.44985 -0.49595 3.34491
C -2.53128 -0.70432 2.33256
N -1.25501 -0.31851 2.41624
C -0.85671 0.29109 3.53277
H -3.73178 0.34262 5.31935
H -4.46831 -0.83054 3.23356
H -2.81177 -1.19871 1.41261
H 0.18055 0.59708 3.57808
```

Calculated values
2S+1: 6
LUMO (alpha / beta) (eV): -0.27 / -0.24
Frontier orbital gap (alpha / beta) (eV): 6.2 / 6.7
HOMO energy (alpha / beta) (hartree): -0.2369 / -0.2564
F_max (eV Å⁻¹): 3.8
ΔE to the lowest compared entry with this formula, charge and spin (eV): 0.000
Expectation value of S²: 8.7615

=====

Below is C38H26Cl8OP2V as an isolated structure, with properties calculated with ωB97M-V with the def2-TZVPD basis set.

```
76
C38H26Cl8OP2V (ωB97M-V with the def2-TZVPD basis set)
V 10.35555 11.20933 11.20234
C 6.94666 11.05158 12.75437
C 7.12968 12.21735 13.77478
P 8.50297 12.19736 15.04542
C 7.96886 13.74567 15.92828
C 8.82695 14.84922 16.07859
C 8.42032 15.94521 16.84696
C 7.20048 15.99341 17.44099
C 6.29071 14.94639 17.28032
C 6.71187 13.84311 16.55168
C 9.96560 12.77197 14.02756
C 9.85804 13.28016 12.71972
C 11.00458 13.73866 12.07050
C 12.25178 13.61878 12.71833
C 12.33100 13.08652 13.99311
C 11.17521 12.62937 14.65402
P 8.38713 9.96296 12.40645
C 7.56546 8.78750 11.24654
C 6.59368 9.19224 10.30850
C 6.27878 8.40571 9.24215
C 6.81858 7.12937 9.08576
C 7.69277 6.65928 10.05498
C 8.04651 7.48775 11.14712
C 8.60238 8.88891 13.85177
C 7.63084 8.00895 14.28112
C 7.82991 7.11321 15.33209
C 9.06708 7.08549 15.96565
C 10.02512 8.03567 15.62458
C 9.76122 8.94578 14.59577
H 6.72370 11.50313 11.80389
H 6.15376 10.36964 13.05992
H 6.19343 12.23163 14.32086
H 7.12416 13.17781 13.24085
H 9.82070 14.82532 15.63072
H 9.07587 16.82889 16.83887
H 6.90469 16.90521 18.00734
H 5.31618 15.00819 17.73338
H 6.06265 12.97861 16.44878
H 8.90974 13.42544 12.27273
H 10.90930 14.21283 11.09417
H 13.14564 13.94125 12.17251
H 13.29021 13.07464 14.48580
H 11.26162 12.27267 15.66044
H 6.13623 10.18444 10.40644
H 5.59991 8.83142 8.47993
H 6.51778 6.53144 8.23898
H 8.08731 5.65522 10.04264
H 8.69954 7.08679 11.92966
H 6.66844 7.99552 13.73994
H 7.03296 6.39300 15.56386
H 9.25409 6.33979 16.70380
H 10.99215 8.08336 16.16393
H 10.48943 9.71419 14.37169
Cl 17.35274 9.94861 10.58832
C 15.74312 10.59133 10.54082
C 14.73464 9.93160 11.22334
C 13.46528 10.48284 11.16816
Cl 12.21094 9.78465 12.20675
C 13.10685 11.59194 10.38861
O 11.90042 12.01484 10.22816
C 14.19739 12.27042 9.84434
Cl 13.90221 13.80401 9.11111
C 15.48508 11.77553 9.86969
H 14.91309 9.05114 11.83569
H 16.24129 12.33715 9.36798
Cl 7.55532 13.72359 10.34314
C 7.86729 12.40326 9.25374
C 8.89197 11.55432 9.57712
C 9.14775 10.51003 8.64792
Cl 10.40757 9.40646 9.18721
C 8.45573 10.34618 7.46326
Cl 8.73971 9.08236 6.34799
C 7.43793 11.25763 7.16122
Cl 6.52878 11.14211 5.73401
C 7.13026 12.28568 8.05946
Cl 5.88159 13.42856 7.72027
```

Calculated values
2S+1: 4
LUMO (alpha / beta) (eV): 0.19 / 0.09
Frontier orbital gap (alpha / beta) (eV): 7.9 / 8.1
HOMO energy (alpha / beta) (hartree): -0.2818 / -0.2951
F_max (eV Å⁻¹): 2.1
ΔE to the lowest compared entry with this formula, charge and spin (eV): 0.000
Expectation value of S²: 3.7622

=====

Below is a 3-piece molecular cluster, C3H13NO3 overall, with properties calculated with ωB97M-V with the def2-TZVPD basis set.

```
20
C3H13NO3 (ωB97M-V with the def2-TZVPD basis set)
C -0.97991 0.17304 1.20868
C -0.19118 -0.11909 -0.10058
C -1.09210 0.36942 -1.21816
O -0.46718 0.17347 -2.49387
N -0.34478 -0.38563 2.41180
H -1.04162 1.25652 1.24377
H -2.01909 -0.11633 1.03224
H 0.70497 0.42555 -0.20488
H -0.02950 -1.19127 -0.01079
H -2.07304 -0.10221 -1.26608
H -1.20424 1.45286 -1.19919
H 0.18186 -0.52878 -2.52718
H -1.00986 -0.11693 3.13847
H -0.51516 -1.38636 2.34144
H 2.28682 -1.48947 -4.66447
H 1.42044 -0.50963 -3.81045
O 1.65736 -1.43232 -3.95029
H 1.37082 1.91437 3.33174
H 1.54721 0.47754 3.03457
O 1.79819 1.13525 3.70322
```

Calculated values
2S+1: 1
LUMO (eV): 0.72
SMILES: NCCCO.O.O
Frontier orbital gap (eV): 10.9
HOMO energy (hartree): -0.3755
F_max (eV Å⁻¹): 3.0
ΔE to the lowest compared entry with this formula, charge and spin (eV): 1.107

=====

Below is a single C8H6Cl2NO2P molecule, with properties calculated with ωB97M-V with the def2-TZVPD basis set.

```
20
C8H6Cl2NO2P (ωB97M-V with the def2-TZVPD basis set)
C -0.26119 -1.42458 -0.58948
C -0.97943 -1.19357 0.52544
C 0.40932 -0.37295 -1.35608
C -1.15600 0.14955 1.04161
C 0.60573 0.79347 -0.73095
C 0.09409 1.01530 0.59504
C 0.84450 4.13689 2.55314
C 0.36343 1.90272 1.51919
N 0.89722 2.89309 1.94820
O 0.08794 4.35007 3.44264
O -3.63652 0.17717 -0.37232
P -2.77636 0.94843 0.57752
Cl -3.47068 0.71270 2.55309
Cl -2.83774 2.75039 -0.24827
H -0.27325 -2.40510 -0.99489
H -1.61191 -2.04146 1.06791
H 0.64315 -0.34909 -2.33634
H -1.31162 0.18814 2.12155
H 1.16447 1.61403 -1.25973
H 1.66664 4.82978 2.28353
```

Calculated values
2S+1: 1
LUMO (alpha / beta) (eV): -0.77 / -0.77
SMILES: O=CN=C=C1C=CC=C[C@@H]1P(=O)(Cl)Cl
Frontier orbital gap (alpha / beta) (eV): 7.6 / 7.6
HOMO energy (alpha / beta) (hartree): -0.3070 / -0.3070
F_max (eV Å⁻¹): 4.3
ΔE to the lowest compared entry with this formula, charge and spin (eV): 2.296

=====

Below is a 2-piece molecular cluster, C7H9N3O overall, with properties calculated with ωB97M-V with the def2-TZVPD basis set.

```
20
C7H9N3O (ωB97M-V with the def2-TZVPD basis set)
C -1.29201 -1.32592 -0.85268
C 0.84158 2.18233 -1.83570
C -0.08237 1.23364 -1.45950
C 2.06418 0.43473 -1.36420
C -1.40673 -0.96352 2.81674
C -0.50008 -0.12278 2.03464
C 0.09923 -1.03192 -0.84108
N -2.37338 -1.67987 -0.94350
N 2.08607 1.80502 -1.78770
N 0.63666 0.08788 -1.19759
O 0.58948 -0.32550 1.69048
H 0.60020 3.22224 -1.94633
H -1.11504 1.25766 -1.37351
H 2.54187 -0.21305 -2.02605
H -2.10500 -0.57680 3.49125
H -2.18313 -1.26372 2.05375
H -0.82722 -1.74887 3.11816
H -0.99092 0.67973 1.67035
H 2.62251 0.24677 -0.39284
H 0.79409 -1.89806 -0.85468
```

Calculated values
2S+1: 1
LUMO (alpha / beta) (eV): -0.38 / -0.41
Frontier orbital gap (alpha / beta) (eV): 7.2 / 7.1
HOMO energy (alpha / beta) (hartree): -0.2770 / -0.2761
F_max (eV Å⁻¹): 4.7
ΔE to the lowest compared entry with this formula, charge and spin (eV): 3.878

=====

Below is C5H3NaO3 as an isolated structure, with properties calculated with ωB97M-V with the def2-TZVPD basis set.

```
12
C5H3NaO3 (ωB97M-V with the def2-TZVPD basis set)
C -1.21263 -0.41474 0.59626
C -0.07482 0.20456 0.67457
O 0.92693 0.76529 0.85642
C -1.95134 -1.67452 0.28541
C -2.57353 -0.34064 0.04332
O -3.64584 0.04588 0.90967
C -3.37291 0.79633 1.94175
O -4.16291 1.21934 2.73421
Na -4.43724 1.72084 4.89280
H -1.64322 -2.25355 -0.58732
H -2.32398 -2.24962 1.13710
H -2.76202 0.03287 -0.96321
```

Calculated values
2S+1: 2
LUMO (alpha / beta) (eV): -4.54 / -4.74
Net charge: +1
Frontier orbital gap (alpha / beta) (eV): 7.7 / 7.6
HOMO energy (alpha / beta) (hartree): -0.4505 / -0.4553
F_max (eV Å⁻¹): 1.1
Expectation value of S²: 0.7532

=====

Below is a 2-piece molecular cluster, C4H9ClN2 overall, with properties calculated with ωB97M-V with the def2-TZVPD basis set.

```
16
C4H9ClN2 (ωB97M-V with the def2-TZVPD basis set)
C 1.26822 -0.28360 0.01571
C -1.20304 1.22957 0.94741
C -1.26175 -0.45973 -1.31096
C -0.78148 0.69007 -0.41596
N 2.19106 0.48517 -0.28153
N 1.27660 -1.56328 0.51052
Cl 3.91683 0.13973 0.09493
H -0.71290 2.11521 1.22012
H -2.19927 1.43405 0.94205
H -1.15583 0.49869 1.75235
H -2.24846 -0.21221 -1.45685
H -1.08489 -1.54663 -0.87813
H -0.74802 -0.43160 -2.20479
H -0.40346 1.46444 -0.96447
H 0.92001 -1.63416 1.43610
H 2.22638 -1.92573 0.59348
```

Calculated values
2S+1: 1
LUMO (alpha / beta) (eV): 0.11 / 0.12
Frontier orbital gap (alpha / beta) (eV): 8.5 / 8.5
HOMO energy (alpha / beta) (hartree): -0.3069 / -0.3069
F_max (eV Å⁻¹): 5.2
ΔE to the lowest compared entry with this formula, charge and spin (eV): 3.602

=====

Repeat the seventh record exactly.
Below is C5H3NaO3 as an isolated structure, with properties calculated with ωB97M-V with the def2-TZVPD basis set.

```
12
C5H3NaO3 (ωB97M-V with the def2-TZVPD basis set)
C -1.21263 -0.41474 0.59626
C -0.07482 0.20456 0.67457
O 0.92693 0.76529 0.85642
C -1.95134 -1.67452 0.28541
C -2.57353 -0.34064 0.04332
O -3.64584 0.04588 0.90967
C -3.37291 0.79633 1.94175
O -4.16291 1.21934 2.73421
Na -4.43724 1.72084 4.89280
H -1.64322 -2.25355 -0.58732
H -2.32398 -2.24962 1.13710
H -2.76202 0.03287 -0.96321
```

Calculated values
2S+1: 2
LUMO (alpha / beta) (eV): -4.54 / -4.74
Net charge: +1
Frontier orbital gap (alpha / beta) (eV): 7.7 / 7.6
HOMO energy (alpha / beta) (hartree): -0.4505 / -0.4553
F_max (eV Å⁻¹): 1.1
Expectation value of S²: 0.7532